(1)
A single C5H8O molecule in a non-equilibrium geometry, computed with ωB97M-V/def2-TZVPD.

Summary:
Orbital gap   0.180 hartree
Electronic energy   -270.29207 Eh
E_HOMO   -0.2389 hartree
ΔE to the lowest compared entry with this formula, charge and spin   166.8 kcal/mol

```
14
Properties=species:S:1:pos:R:3:forces:R:3
C -0.4273 0.1626 1.2632 4.1 -3.5 1.0
C 0.8061 0.3011 0.3222 -2.9 -0.9 1.8
H 0.7243 1.0998 -3.0314 0.4 -0.2 0.7
H -1.3715 -0.4519 -0.3869 1.0 0.5 -2.1
C -1.0148 -1.2513 1.3091 0.9 1.2 -2.1
C 1.1724 0.8628 -2.0531 -1.1 -0.2 3.1
H -0.8259 1.1268 1.2737 -1.8 0.9 1.0
H 2.1539 1.3258 -1.6890 -1.5 -0.8 -1.0
H -0.3423 -2.1242 1.2423 -0.2 0.9 0.2
H 1.8368 0.4226 0.5702 0.2 0.4 0.4
H -0.0544 -0.2920 2.2120 0.8 1.9 1.0
H -2.0422 -1.4342 1.1895 -1.4 -0.3 -0.1
O -0.9701 -0.1048 -1.2639 1.4 0.9 1.6
C 0.3553 0.3572 -0.9580 -0.1 -0.8 -5.6
```
Forces are in eV/Å.

Partial charges, Löwdin, in e: C -0.2636; C -0.0092; H 0.0501; H 0.0616; C 0.0350; C 0.0853; H 0.1075; H 0.0701; H 0.0779; H 0.1017; H 0.1210; H 0.0303; O -0.0443; C -0.4234

***

(2)
A single C5H8O molecule, computed with ωB97M-V/def2-TZVPD.

Summary:
Orbital gap   0.294 hartree
Electronic energy   -270.35316 Eh
E_HOMO   -0.2953 hartree
ΔE to the lowest compared entry with this formula, charge and spin   128.5 kcal/mol

```
14
Properties=species:S:1:pos:R:3:forces:R:3
H -1.0424 -0.0081 -1.3913 0.0 0.0 0.0
H 2.2009 -0.0076 0.8873 -0.3 -0.2 0.3
C -2.1388 -0.0722 0.4559 -0.2 -0.3 -0.1
C 2.8199 0.0352 -0.5906 0.0 -0.1 -0.2
C 1.5674 -0.1781 -0.0678 0.0 0.2 0.3
H -3.0684 -0.3060 -0.0635 0.0 0.0 0.0
H -1.2238 1.5048 0.9904 -0.1 0.1 -0.1
H 3.6794 -0.4632 -0.1555 -0.1 0.1 -0.1
H -2.1118 -0.6551 1.3893 -0.1 0.1 -0.1
H 3.0000 0.7920 -1.3422 0.0 0.0 -0.2
C 0.3048 0.0921 0.1548 0.3 -0.1 -0.2
C -0.9412 -0.4792 -0.4007 0.1 0.0 0.0
H -0.9123 -1.5644 -0.5716 0.1 0.2 0.1
O -2.1337 1.3098 0.7054 0.2 0.1 0.1
```
Forces are in eV/Å.

Partial charges, Löwdin, in e: H 0.1350; H 0.1613; C -0.3065; C 0.0093; C -0.2564; H 0.1135; H 0.0619; H 0.0563; H 0.1142; H 0.0653; C 0.0135; C -0.2028; H 0.1197; O -0.0843

***

(3)
A molecular structure, C5H8O, computed with ωB97M-V/def2-TZVPD.

Summary:
Orbital gap   0.336 hartree
Electronic energy   -270.41671 Eh
E_HOMO   -0.3092 hartree
ΔE to the lowest compared entry with this formula, charge and spin   88.6 kcal/mol

```
14
Properties=species:S:1:pos:R:3:forces:R:3
C 0.0293 1.3279 0.6548 0.0 0.0 0.1
H -0.5471 1.1943 -1.4518 0.0 -0.1 0.2
C 1.1823 -0.8444 0.6491 -0.2 0.3 0.1
H 0.9508 -1.0760 1.7000 0.1 0.1 -0.2
C 1.1645 0.4653 0.1946 0.2 -0.2 0.0
H -1.8494 -0.8203 -1.4692 0.2 0.1 0.2
H 0.0323 -1.4559 -0.7180 -0.1 -0.1 0.1
H -1.5511 -1.1051 0.3336 0.1 0.0 -0.2
O 1.0643 -1.8055 -0.2086 -0.2 0.2 -0.2
H -0.3667 1.0189 1.6254 0.1 0.1 -0.1
C -1.2249 -0.6248 -0.5961 0.0 0.2 0.0
H 1.6171 0.6645 -0.7757 -0.1 0.0 0.2
H 0.1384 2.4099 0.5704 0.0 -0.2 0.0
C -0.6398 0.6510 -0.5085 0.0 -0.3 -0.2
```
Forces are in eV/Å.

Partial charges, Löwdin, in e: C -0.1545; H 0.1227; C -0.2925; H 0.1259; C -0.1308; H 0.0728; H 0.1187; H 0.0890; O -0.0506; H 0.1196; C -0.0838; H 0.1220; H 0.1066; C -0.1651

***

(4)
A single C5H8O molecule in a non-equilibrium geometry, computed with ωB97M-V/def2-TZVPD.

Summary:
Orbital gap (spin up / spin down)   0.239 / 0.306 hartree
Electronic energy   -270.40768 Eh
E_HOMO (spin up / spin down)   -0.2448 / -0.2739 hartree
ΔE to the lowest compared entry with this formula, charge and spin   94.3 kcal/mol

```
14
Properties=species:S:1:pos:R:3:forces:R:3
O 2.4365 0.0096 -1.0328 0.8 -0.6 -0.9
H 0.6261 0.6519 1.7383 -0.1 -0.3 -0.1
H -2.1688 -0.1890 -0.9508 0.1 0.0 0.2
C 0.0132 -0.2269 -1.0761 0.3 -0.6 -0.8
H -2.3394 -0.1738 1.4406 0.2 0.0 0.0
C -1.2673 -0.0821 -0.3574 0.1 0.3 0.6
H 2.3238 -0.5948 -1.7840 0.1 0.1 0.2
H 1.2998 1.2234 0.1011 -0.1 0.0 -0.3
H 0.2420 -1.3116 -1.0529 -0.2 -0.1 -0.2
C -1.3462 0.0105 1.0238 -0.4 -0.2 -0.2
H -0.5312 -0.0058 2.9921 -0.1 0.1 -0.1
C -0.3386 0.2188 1.9462 -0.1 0.0 0.4
H -0.1090 0.0099 -2.1476 -0.1 0.0 0.0
C 1.2374 0.3844 -0.5734 -0.4 1.1 1.0
```
Forces are in eV/Å.

Partial charges, Löwdin, in e: O 0.0117; H 0.0219; H 0.0957; C -0.2325; H 0.0946; C -0.1044; H 0.1064; H 0.0998; H 0.1401; C -0.2043; H 0.0489; C 0.0235; H 0.1233; C -0.2250

***

(5)
A single C5H8O molecule in a non-equilibrium geometry, computed with ωB97M-V/def2-TZVPD.

Summary:
Orbital gap   0.362 hartree
Electronic energy   -270.50024 Eh
E_HOMO   -0.3256 hartree
ΔE to the lowest compared entry with this formula, charge and spin   36.2 kcal/mol
SMILES string   C=C(O)/C=C/C

```
14
Properties=species:S:1:pos:R:3:forces:R:3
C 0.8621 -0.6342 -0.7817 0.5 -0.3 0.0
H 0.2511 -1.5278 -0.8134 -0.2 0.1 -0.1
O -1.0109 -0.7274 1.3575 0.3 0.2 0.1
H 1.0482 1.2959 0.0013 0.0 0.2 -0.1
H -1.4989 -0.5088 2.1595 -0.2 -0.1 -0.2
C -0.8811 0.4196 0.5795 -0.3 -0.7 0.5
C 2.2337 -0.7838 -1.3849 0.0 -0.2 0.1
C -1.8542 1.3210 0.5576 0.5 0.8 0.4
H -1.7348 2.2373 0.0002 0.0 0.0 -0.1
H -2.6518 1.2994 1.2948 -0.2 -0.2 -0.3
H 2.3505 -0.3157 -2.3664 -0.1 0.0 0.1
H 3.0018 -0.3942 -0.7207 0.0 0.3 0.0
C 0.4194 0.4248 -0.1238 -0.3 0.0 -0.2
H 2.4584 -1.8440 -1.4975 0.0 0.0 -0.1
```
Forces are in eV/Å.

Partial charges, Löwdin, in e: C -0.1402; H 0.1085; O 0.0071; H 0.1163; H 0.0989; C -0.4061; C -0.0969; C 0.0464; H 0.0581; H 0.0616; H 0.0758; H 0.0719; C -0.0678; H 0.0664

***

(6)
A molecular structure, C5H8O in a non-equilibrium geometry, computed with ωB97M-V/def2-TZVPD.

Summary:
Orbital gap   0.381 hartree
Electronic energy   -270.44757 Eh
E_HOMO   -0.3467 hartree
ΔE to the lowest compared entry with this formula, charge and spin   69.2 kcal/mol

```
14
Properties=species:S:1:pos:R:3:forces:R:3
O 2.8090 -0.2252 -0.6036 -1.6 1.3 0.4
H -2.3690 -0.3443 0.0206 0.3 0.2 0.0
H -1.4578 0.2403 -1.3868 -0.1 -0.2 0.1
C 1.8122 0.3549 -0.2935 -1.3 0.1 0.2
H 0.9808 -0.4411 1.6753 -0.3 0.1 -0.3
H 0.2040 -1.5939 -0.9901 -0.2 0.0 0.1
C 0.5412 -0.1872 0.7019 1.6 0.5 -1.1
H -0.9075 1.5135 1.2933 -0.1 -0.5 0.1
C -0.5084 0.8758 0.5022 0.7 1.5 -1.2
H 0.0639 1.6656 -0.2355 -2.0 -1.1 1.5
C -0.3137 -1.2109 -0.1033 0.1 0.0 -0.1
H 1.2251 1.5158 -0.6848 2.6 -2.3 0.1
H -0.7121 -2.0690 0.4523 0.2 0.3 0.0
C -1.3678 -0.0944 -0.3478 -0.1 0.1 -0.1
```
Forces are in eV/Å.

Partial charges, Löwdin, in e: O 0.0656; H 0.1003; H 0.1010; C -0.1841; H 0.1306; H 0.1027; C -0.2404; H 0.1047; C -0.2021; H 0.0784; C -0.1441; H 0.1448; H 0.1055; C -0.1629

***

(7)
A single C5H8O molecule, computed with ωB97M-V/def2-TZVPD.

Summary:
Orbital gap   0.330 hartree
Electronic energy   -270.35867 Eh
E_HOMO   -0.3256 hartree
ΔE to the lowest compared entry with this formula, charge and spin   125.0 kcal/mol

```
14
Properties=species:S:1:pos:R:3:forces:R:3
H 1.7629 -0.2849 0.8920 -0.2 0.0 -0.1
H 1.0029 -0.9134 -1.7690 -0.1 0.1 0.1
H -2.1914 0.3708 1.4253 0.1 -0.1 0.0
H -1.7410 -0.9692 0.3653 0.1 0.1 0.1
H 1.0430 2.0123 -0.5906 -0.1 -0.1 -0.1
H -1.4271 -1.0883 2.1292 0.0 0.0 -0.1
C -1.4502 -0.4147 1.2642 -0.2 -0.1 0.1
C -0.5866 0.6038 -1.1933 0.3 0.1 -0.1
C 0.7956 -0.5536 0.4493 0.1 -0.1 -0.1
H 0.6268 -1.6250 0.6169 0.0 0.1 0.0
C 0.7130 -0.1847 -1.0144 0.0 -0.1 0.0
O -0.1999 0.2332 1.1058 0.0 0.1 0.1
C 0.7407 1.2646 -1.3215 -0.1 0.1 0.0
H 0.9114 1.5492 -2.3593 0.1 0.0 0.1
```
Forces are in eV/Å.

Partial charges, Löwdin, in e: H 0.1273; H 0.1306; H 0.0942; H 0.0792; H 0.1145; H 0.0882; C -0.1236; C 0.1719; C -0.1983; H 0.1240; C -0.3152; O -0.2231; C -0.1799; H 0.1103

***

(8)
A single C5H8O molecule, computed with ωB97M-V/def2-TZVPD.

Summary:
Orbital gap   0.382 hartree
Electronic energy   -270.52855 Eh
E_HOMO   -0.3429 hartree
ΔE to the lowest compared entry with this formula, charge and spin   18.4 kcal/mol
SMILES string   OC1CC=CC1

```
14
Properties=species:S:1:pos:R:3:forces:R:3
C -0.1764 0.9786 1.0871 0.2 0.0 -0.1
H -2.0305 0.0817 0.4185 0.2 0.0 0.0
H -1.0543 -0.9852 1.4096 0.0 0.1 -0.1
H 0.5558 0.8965 -1.9030 0.0 -0.1 0.2
O 0.4184 -1.9520 -0.4067 0.0 -0.1 0.2
C -0.2567 -0.7221 -0.6318 -0.2 0.4 0.0
C 0.7948 0.3585 -0.9750 0.0 0.0 0.0
C 0.7842 1.2814 0.2179 -0.1 0.0 0.1
H 1.7666 -0.1288 -1.1213 -0.1 0.1 0.0
C -0.9930 -0.2053 0.6349 0.0 0.0 0.0
H -0.3741 1.5085 2.0165 0.0 -0.1 -0.2
H 1.4896 2.1005 0.3321 -0.1 -0.1 0.0
H -0.9682 -0.8516 -1.4596 0.2 -0.1 0.1
H 0.0436 -2.3608 0.3807 0.0 0.0 -0.1
```
Forces are in eV/Å.

Partial charges, Löwdin, in e: C -0.0986; H 0.1127; H 0.1095; H 0.1125; O -0.0372; C -0.3635; C -0.1335; C -0.0940; H 0.1150; C -0.1369; H 0.0999; H 0.1001; H 0.1343; H 0.0798